No. 1
Computed, not measured: one molecule with the formula C4H7NO2, with ωB97M-V/def2-TZVPD.

Geometry as XYZ:
```
14
Properties=species:S:1:pos:R:3:forces:R:3
O 0.027 -0.865 0.139 -0.10 0.24 0.19
O 3.175 0.695 -0.424 -0.48 -0.41 -0.08
N -0.659 1.393 -0.012 0.11 -0.01 -0.11
C 2.201 0.000 -0.580 0.23 0.28 0.10
C -2.320 -0.306 -0.102 -0.09 0.05 -0.06
C 1.305 -0.430 0.570 0.31 0.10 0.15
C -0.886 0.147 0.004 -0.13 0.42 0.01
H -2.645 -0.235 -1.149 0.09 -0.01 0.26
H 1.776 -1.259 1.103 -0.05 -0.09 -0.21
H 1.891 -0.368 -1.579 0.06 0.02 0.05
H -2.520 -1.327 0.249 0.27 0.37 0.02
H 0.309 1.714 0.019 -0.19 -0.34 0.04
H 1.232 0.398 1.286 -0.02 -0.14 -0.09
H -2.886 0.442 0.475 0.00 -0.49 -0.27
```
Positions in Å, forces in eV/Å.

For the energy above the lowest of the compared OMol25 structures with the same formula, charge and spin, the calculation gives 1.683 eV. As for the SMILES: [H]/N=C(/C)OCC=O. As for the net charge: 0. The HOMO energy is -10.2 eV. The total energy is -361.81899 a.u.

Results of the Löwdin charge analysis, in e, for atoms 1 through 4: atom 1 (O): -0.039, atom 2 (O): 0.063, atom 3 (N): 0.155, atom 4 (C): -0.229



No. 2
Computed, not measured: a 12-piece molecular cluster, C3H29NO11 overall in a non-equilibrium geometry, with ωB97M-V/def2-TZVPD.

Geometry as XYZ:
```
44
Properties=species:S:1:pos:R:3:forces:R:3
O 2.256 -1.632 -0.735 -0.70 -0.26 1.53
O 0.198 0.084 -3.062 0.70 -0.34 -0.33
O 3.028 0.688 0.139 -1.28 -0.01 0.00
O 1.164 3.597 -1.529 0.97 -0.07 0.00
O 1.680 -3.688 0.734 0.31 -0.09 0.22
O 1.593 -0.833 2.300 2.39 -0.80 -0.08
O -0.683 -2.726 -3.545 -0.17 0.58 0.86
O 3.167 1.416 3.355 0.72 1.19 -0.05
O 0.415 2.072 2.358 0.07 0.61 0.35
O -2.814 -2.950 -1.594 0.28 -0.41 0.24
O -1.738 -1.238 2.657 0.40 0.43 0.04
N -0.032 0.684 0.130 -0.38 0.33 0.17
C -3.600 1.577 -0.606 -1.81 1.41 0.03
C -2.167 1.743 -0.275 0.16 -1.25 -0.68
C -1.355 0.667 -0.314 0.17 1.00 0.54
H -0.288 -2.297 -2.764 0.47 -0.30 -0.42
H -4.244 1.943 0.232 0.33 -1.04 -0.12
H 2.826 1.310 0.847 0.53 -0.04 -0.03
H 0.874 -0.733 2.895 -1.48 0.06 -0.38
H -1.848 2.747 -0.032 0.39 -0.01 0.10
H -4.018 2.280 -1.358 0.87 -0.21 -0.18
H 2.628 -3.521 0.818 0.06 -0.32 -0.26
H 0.481 3.567 -0.866 -0.56 0.05 -0.15
H -1.504 -0.579 1.984 -0.22 -0.36 -0.05
H 1.531 -0.734 1.338 -0.85 0.24 0.52
H -0.759 0.036 -3.166 0.22 0.60 0.80
H -2.010 -2.978 -2.139 -0.27 -0.03 -0.22
H 0.191 1.581 0.543 0.50 -0.33 -0.29
H 0.732 0.222 -0.346 -0.17 -0.15 -0.01
H -3.862 0.587 -0.987 -0.01 -0.02 0.54
H 1.815 -2.476 -0.945 0.64 0.65 -0.67
H -0.148 1.354 2.667 0.02 0.04 0.01
H 0.499 0.409 -2.195 -0.96 0.07 -0.53
H 3.929 0.789 -0.121 0.94 0.38 0.08
H 2.639 -1.047 -1.377 -0.14 -0.39 -0.98
H 0.123 2.867 2.820 -0.01 -0.09 0.10
H 1.373 -2.976 1.303 -0.51 0.17 0.25
H -1.763 -0.313 -0.497 -0.19 -0.28 -0.46
H 3.036 0.519 3.656 -0.59 -0.22 -0.47
H 2.396 1.767 2.883 -0.11 -0.83 0.55
H -2.848 -3.855 -1.247 -0.18 0.35 -0.02
H -1.173 -1.966 -3.882 -0.04 -0.31 -0.53
H -2.509 -1.702 2.324 -0.07 0.02 -0.14
H 0.791 3.736 -2.401 -0.43 -0.01 0.12
```
Positions in Å, forces in eV/Å.

For the energy above the lowest of the compared OMol25 structures with the same formula, charge and spin, the calculation gives 4.137 eV. As for the SMILES: C/C=C/N.O.O.O.O.O.O.O.O.O.O.O. As for the net charge: 0. The HOMO energy is -8.5 eV. The total energy is -1014.02601 a.u.

Results of the Löwdin charge analysis, in e, for atoms 1 through 4: atom 1 (O): -0.080, atom 2 (O): -0.052, atom 3 (O): -0.034, atom 4 (O): -0.045



No. 3
Computed, not measured: an isolated ion of composition C9H13N2 and charge +1 in a non-equilibrium geometry, with ωB97M-V/def2-TZVPD.

Geometry as XYZ:
```
24
Properties=species:S:1:pos:R:3:forces:R:3
N 0.111 -1.836 -0.195 -1.13 1.73 -0.46
N -1.764 -0.858 -0.018 -5.44 3.54 0.69
C -3.063 1.037 0.007 1.13 4.92 1.49
C -1.222 -1.988 -0.174 0.83 -5.70 -1.93
C 1.806 1.343 -0.283 -0.12 -1.00 -0.61
C 1.476 0.062 0.486 2.07 2.22 -0.25
C -1.610 1.407 0.195 -0.56 1.45 -0.23
C -0.909 0.130 0.246 1.53 -0.36 -1.95
C 2.770 -0.550 0.243 2.71 -1.99 2.21
C -3.047 -0.339 -0.200 -0.74 -7.14 -0.72
C 0.263 -0.458 -0.094 1.93 -0.49 3.06
H 0.890 -2.470 -0.321 -0.44 -0.20 0.04
H 2.857 1.640 -0.154 -1.08 0.89 0.37
H -1.785 -2.806 -0.614 0.33 -0.20 0.55
H 2.907 -0.758 -0.768 0.38 -0.30 -1.91
H 3.057 -1.441 0.781 -0.38 -0.75 0.32
H -1.393 2.124 0.976 -0.01 0.11 0.34
H 0.977 1.958 -0.142 -0.61 2.25 -0.07
H 1.767 0.923 -1.287 0.00 0.76 -0.53
H -1.318 1.880 -0.738 0.33 0.59 -0.38
H 3.580 0.147 0.556 -0.57 -0.60 -0.27
H -3.830 1.802 0.117 -0.04 -0.85 -0.15
H 1.255 0.195 1.532 0.33 0.31 0.54
H -3.778 -1.145 -0.152 -0.44 0.81 -0.14
```
Positions in Å, forces in eV/Å.

For the energy above the lowest of the compared OMol25 structures with the same formula, charge and spin, the calculation gives 1.866 eV. The expectation value of S² is 2.016. As for the net charge: +1. Its spin multiplicity is 3. The HOMO energy (spin up / spin down) is -10.2 / -13.5 eV. The total energy is -459.78271 a.u.

Results of the Löwdin charge analysis, in e, for atoms 1 through 4: atom 1 (N): 0.224, atom 2 (N): -0.016, atom 3 (C): 0.030, atom 4 (C): -0.039